*one*
Computed, not measured: one molecule with the formula C6H8Cl2, with wB97M-V/def2-TZVPD.

Geometry (Å):
H  -0.192  1.975  1.103
Cl  -0.885  -1.108  1.856
C  0.103  0.043  -0.334
H  2.636  -1.970  -1.364
H  -2.318  0.896  -0.870
H  3.135  -1.581  0.380
H  1.478  -0.362  1.308
C  -1.797  0.966  0.018
H  -0.084  2.277  -0.821
H  -2.578  1.264  0.678
Cl  -1.887  -1.744  -0.722
C  -0.348  1.563  0.073
C  1.434  -0.522  0.239
H  0.024  -0.012  -1.435
C  2.400  -1.239  -0.300
C  -1.121  -0.446  0.190

Output
* Kohn-Sham gap: 10.9 eV
* SMILES string: C=C[C@@H]1CCC1(Cl)Cl
* charge: 0
* LUMO energy: 0.9 eV
* multiplicity: 1


*two*
Computed, not measured: one molecule with the formula C6H8Cl2, with wB97M-V/def2-TZVPD.

Geometry (Å):
Cl  0.402  -0.581  2.620
H  2.444  0.080  -1.205
C  0.372  -1.546  -1.216
C  1.688  0.484  -0.546
H  -1.553  0.625  2.149
H  2.110  0.552  0.454
H  1.454  1.496  -0.889
H  -0.509  -2.162  -1.203
H  1.198  -1.902  -1.828
C  -0.722  0.129  0.228
C  -1.928  0.162  -0.342
C  0.453  -0.396  -0.554
C  -0.573  0.551  1.650
Cl  0.095  2.204  1.823
H  -2.822  0.456  0.215
H  -2.108  -0.153  -1.357

Output
* Kohn-Sham gap: 10.3 eV
* SMILES string: C=C(C)C(=C)C(Cl)Cl
* charge: 0
* LUMO energy: 0.8 eV
* multiplicity: 1


Energy above the most stable structure, in kcal/mol: *one* 46.7; *two* 0.0


*one*
Computed, not measured: an isolated ion of composition HO3S3 and charge -1, with wB97M-V/def2-TZVPD.

Geometry (Å):
O  3.443  -0.056  0.024
O  1.479  -0.498  1.397
O  1.519  -1.011  -1.038
H  0.372  0.546  1.161
S  1.997  -0.187  0.038
S  1.282  1.800  -0.475
S  -0.627  1.300  0.675

Output
* Kohn-Sham gap: 7.8 eV
* SMILES string: O=S(=O)([O-])SS
* charge: -1
* LUMO energy: 3.1 eV
* multiplicity: 1


*two*
Computed, not measured: an isolated ion of composition HO3S3 and charge -1, with wB97M-V/def2-TZVPD.

Geometry (Å):
H  0.668  -0.030  -0.895
S  3.014  0.255  0.271
O  -1.413  -1.138  -0.059
O  3.936  -0.165  -0.778
S  1.573  -1.704  0.578
S  -0.115  -1.332  -0.690
O  1.853  1.083  -0.283

Output
* Kohn-Sham gap: 8.1 eV
* charge: -1
* LUMO energy: 3.6 eV
* multiplicity: 1


*three*
Computed, not measured: HO3S3 as an isolated structure, with wB97M-V/def2-TZVPD.

Geometry (Å):
S  -0.836  0.169  -0.041
S  -0.333  -1.845  -0.180
H  1.423  0.457  -0.108
S  2.391  -0.652  0.278
O  0.389  0.941  -0.427
O  -1.927  0.572  -0.897
O  -1.108  0.358  1.375

Output
* Kohn-Sham gap (spin up / spin down): 6.2 / 6.3 eV
* charge: -1
* LUMO energy (spin up / spin down): 1.0 / 1.0 eV
* multiplicity: 1


Energy above the most stable structure, in kcal/mol: *one* 0.0; *two* 14.1; *three* 47.4


*one*
Computed, not measured: an isolated ion of composition C2H3N4O and charge -1, with wB97M-V/def2-TZVPD.

Geometry (Å):
N  -0.561  -0.367  2.637
C  0.731  0.711  0.132
H  -1.355  -1.370  -1.143
O  1.440  1.326  -0.651
N  0.946  1.033  1.612
H  0.283  -1.086  -1.782
H  -0.931  0.195  -1.880
N  0.206  0.362  2.246
C  -0.559  -0.624  -1.247
N  -0.200  -0.181  0.077

Output
* Kohn-Sham gap: 8.3 eV
* SMILES string: C[N-]C(=O)N=[N+]=[N-]
* charge: -1
* LUMO energy: 4.5 eV
* multiplicity: 1


*two*
Computed, not measured: C2H3N4O as an isolated structure, with wB97M-V/def2-TZVPD.

Geometry (Å):
N  -0.228  0.111  0.070
H  -2.160  0.874  0.006
N  0.736  -0.762  -0.384
N  0.317  1.269  0.513
N  1.575  1.122  0.386
H  -1.857  -1.071  0.593
C  -1.636  -0.148  -0.001
O  3.373  -1.003  -0.074
H  -1.935  -0.300  -0.984
C  1.816  -0.092  -0.125

Output
* Kohn-Sham gap: 6.6 eV
* charge: -1
* LUMO energy: 3.5 eV
* multiplicity: 1


Energy above the most stable structure, in kcal/mol: *one* 0.0; *two* 74.1


*one*
Computed, not measured: a 6-piece molecular cluster, C6H20O5 overall, with wB97M-V/def2-TZVPD.

Geometry (Å):
H  -2.984  -1.430  0.490
H  1.835  2.426  0.749
H  -1.918  2.893  -1.955
H  -2.506  0.014  0.537
H  -0.079  -1.655  2.716
O  0.246  -2.260  2.056
O  -2.857  -0.688  1.092
H  -0.521  -2.089  1.488
H  2.153  2.411  2.517
H  0.095  2.587  -0.592
H  -2.813  1.981  -0.787
H  -0.199  2.068  3.053
H  -2.426  -0.021  -1.818
H  -1.708  1.168  1.457
H  -1.794  0.946  -3.217
H  2.042  -2.411  -1.947
C  -1.689  0.714  -2.153
H  0.536  -2.407  -2.118
C  -0.812  2.099  -0.245
C  -0.910  1.756  1.027
C  1.422  2.266  1.739
H  2.109  -0.611  -1.728
C  -1.868  1.996  -1.347
O  1.992  -0.060  -0.942
H  1.226  -0.304  -0.431
O  1.355  -2.306  -2.626
H  2.850  -2.123  0.050
H  -0.722  0.214  -2.091
H  1.524  -2.672  0.498
O  2.336  -2.939  0.091
C  0.150  2.081  2.027

Output
* Kohn-Sham gap: 9.1 eV
* SMILES string: C=C/C=C/CC.O.O.O.O.O
* charge: 0
* LUMO energy: 0.0 eV
* multiplicity: 1


*two*
Computed, not measured: a 6-piece molecular cluster, C6H20O5 overall, with wB97M-V/def2-TZVPD.

Geometry (Å):
H  2.599  0.546  0.178
C  0.465  -0.396  1.066
O  3.617  -2.240  -1.252
H  -2.833  -0.391  0.927
C  0.197  0.393  0.020
H  -4.115  0.452  -2.564
H  1.786  -2.068  1.090
O  -2.334  0.313  2.562
H  1.679  2.591  -0.767
H  0.279  -2.361  1.910
H  0.540  0.053  2.051
O  3.518  0.293  0.009
C  0.059  -0.059  -1.408
C  0.779  2.795  -0.194
C  0.713  -1.883  1.030
H  -1.740  -0.260  3.068
H  0.050  -1.142  -1.523
H  -2.112  -1.205  -0.147
H  0.303  -2.362  0.144
H  -3.293  0.286  -1.251
H  0.883  0.336  -2.005
O  -3.388  0.823  -2.060
H  -0.941  2.106  0.781
H  0.585  3.851  -0.057
H  3.902  0.990  -0.534
H  2.677  -2.372  -1.392
O  -2.992  -0.912  0.115
H  3.705  -1.395  -0.774
H  -3.103  0.427  3.136
C  -0.030  1.848  0.250
H  -0.867  0.328  -1.840

Output
* Kohn-Sham gap: 9.6 eV
* SMILES string: C=C/C(C)=C/C.O.O.O.O.O
* charge: 0
* LUMO energy: 0.1 eV
* multiplicity: 1


Energy above the most stable structure, in kcal/mol: *one* 25.0; *two* 0.0


*one*
Computed, not measured: one molecule with the formula C12H10O2, with wB97M-V/def2-TZVPD.

Geometry (Å):
C  -1.333  0.634  -0.909
C  -2.795  0.171  -2.314
C  0.766  -0.271  2.041
O  -1.711  2.364  -2.273
H  3.925  -1.324  1.890
C  1.870  -0.882  1.459
H  -3.245  -0.503  -0.238
H  0.711  -0.189  3.117
C  -1.499  0.926  -2.431
C  2.937  -1.501  2.309
C  -0.190  0.155  -0.124
C  0.929  -0.423  -0.716
H  2.783  -2.580  2.362
H  -1.107  0.719  1.725
H  2.907  -1.103  3.320
O  -1.771  3.277  -0.150
C  -0.254  0.239  1.264
C  -1.659  2.433  -0.963
C  1.943  -0.935  0.072
H  0.994  -0.493  -1.793
H  -3.573  0.006  -3.033
H  -0.784  0.717  -3.220
C  -2.648  -0.041  -1.000
H  2.803  -1.395  -0.394

Output
* Kohn-Sham gap: 9.3 eV
* SMILES string: Cc1ccc([C@]23C=C[C@H]2OC3=O)cc1
* charge: 0
* LUMO energy: 0.8 eV
* multiplicity: 1


*two*
Computed, not measured: one molecule with the formula C12H10O2, with wB97M-V/def2-TZVPD.

Geometry (Å):
C  -3.006  2.639  -0.948
C  -1.622  0.217  -0.950
C  -3.493  1.440  -1.598
H  -4.515  1.558  -1.945
H  3.653  -1.252  -0.753
C  -1.063  1.432  -0.333
C  2.696  -1.245  -0.130
H  -3.355  -0.538  -2.271
H  2.221  0.713  -0.919
O  0.122  1.288  0.507
C  2.415  -2.106  0.918
H  3.959  -3.424  0.453
H  -0.621  -0.757  1.873
H  0.871  -2.746  2.441
H  -0.867  -0.627  -0.820
O  3.320  -3.117  1.255
C  -2.771  0.246  -1.728
C  0.826  0.120  0.594
C  2.023  -0.094  -0.225
C  1.172  -1.999  1.627
C  -1.672  2.630  -0.469
C  0.430  -0.874  1.420
H  -3.351  3.654  -1.023
H  -1.136  3.616  -0.190

Output
* Kohn-Sham gap: 9.0 eV
* SMILES string: Oc1ccc(Oc2ccccc2)cc1
* charge: 0
* LUMO energy: 0.7 eV
* multiplicity: 1


Energy above the most stable structure, in kcal/mol: *one* 0.0; *two* 1.8


*one*
Computed, not measured: one molecule with the formula C4H6N2OS, with wB97M-V/def2-TZVPD.

Geometry (Å):
H  1.625  1.096  1.963
C  0.100  0.168  0.260
O  -1.389  -0.013  -1.721
N  0.531  -2.141  0.448
H  -0.766  1.888  -1.028
H  -0.666  -0.317  -2.247
S  0.022  1.270  1.707
C  1.348  -0.178  -0.232
C  -0.347  -1.244  0.790
C  -1.016  0.825  -0.662
H  -1.991  1.023  -0.119
H  2.126  0.419  -0.583
H  -1.198  -1.374  1.569
N  1.621  -1.424  -0.144

Output
* Kohn-Sham gap: 9.3 eV
* SMILES string: OCC1(S)C=NN=C1
* charge: 0
* LUMO energy: -0.3 eV
* multiplicity: 1


*two*
Computed, not measured: one molecule with the formula C4H6N2OS, with wB97M-V/def2-TZVPD.

Geometry (Å):
C  -0.528  0.423  -0.153
N  0.526  -0.264  -2.099
C  0.993  -1.174  -2.671
O  -1.568  -1.328  1.327
H  0.906  -0.311  2.574
H  0.961  1.551  2.162
H  -0.518  0.392  2.488
H  -1.410  1.078  0.062
C  -0.111  0.660  -1.543
N  0.550  0.106  0.664
S  -0.557  -1.264  0.303
H  0.589  -2.021  -3.152
H  -0.307  1.609  -2.037
C  0.475  0.544  2.075

Output
* Kohn-Sham gap: 8.4 eV
* charge: 0
* LUMO energy: 0.7 eV
* multiplicity: 1


*three*
Computed, not measured: a 2-piece molecular cluster, C4H6N2OS overall, with wB97M-V/def2-TZVPD.

Geometry (Å):
N  0.297  -0.423  0.078
C  -0.190  0.827  -0.309
H  0.560  2.084  -1.656
H  0.156  -1.606  1.694
C  1.507  0.184  -1.651
H  -1.359  -1.682  0.749
H  1.579  -1.862  -0.627
O  -2.702  0.989  2.153
H  -1.071  -0.237  1.653
N  0.563  1.154  -1.372
H  2.200  0.312  -2.365
S  -2.224  2.116  1.316
C  -0.567  -0.998  1.114
C  1.252  -0.859  -0.778

Output
* Kohn-Sham gap (spin up / spin down): 7.4 / 7.3 eV
* charge: 0
* LUMO energy (spin up / spin down): -0.4 / -0.4 eV
* multiplicity: 1


*four*
Computed, not measured: one molecule with the formula C4H6N2OS, with wB97M-V/def2-TZVPD.

Geometry (Å):
H  -1.091  -2.375  2.603
H  0.033  1.295  1.914
H  -0.794  -1.469  -2.255
H  2.124  1.642  -0.616
C  -0.139  -0.967  1.441
C  -0.249  -0.525  -0.742
C  0.021  0.449  1.216
C  -0.323  -1.573  0.111
N  -0.250  -1.733  2.633
N  -0.053  0.686  -0.160
H  -0.429  -1.020  3.395
S  0.661  1.998  -1.111
O  -0.450  -0.550  -2.062
H  -0.556  -2.612  -0.228

Output
* Kohn-Sham gap: 7.9 eV
* SMILES string: Nc1cc(O)n(S)c1
* charge: 0
* LUMO energy: 0.5 eV
* multiplicity: 1


Energy above the most stable structure, in kcal/mol: *one* 33.4; *two* 77.2; *three* 38.4; *four* 0.0


*one*
Computed, not measured: C4H6N2OS as an isolated structure, with wB97M-V/def2-TZVPD.

Geometry (Å):
H  0.934  -1.453  0.536
H  -2.367  1.802  0.628
C  0.251  0.863  0.219
O  3.013  -1.413  0.052
N  1.545  0.301  -0.023
H  2.566  2.421  -0.533
H  3.375  1.091  0.643
C  -2.061  0.577  0.045
H  3.273  0.480  -0.918
C  2.717  1.160  -0.210
C  1.835  -1.024  0.177
H  0.149  2.050  1.197
N  -0.790  0.031  -0.390
S  -3.360  -0.428  -0.029

Output
* Kohn-Sham gap: 7.5 eV
* charge: 0
* LUMO energy: -1.2 eV
* multiplicity: 1


*two*
Computed, not measured: one molecule with the formula C4H6N2OS, with wB97M-V/def2-TZVPD.

Geometry (Å):
H  -1.399  1.988  -0.917
C  -1.027  -1.005  0.688
O  -1.895  -1.836  0.948
C  1.492  -0.860  0.143
H  -0.834  0.969  1.456
H  0.297  -2.476  0.596
C  -1.276  0.507  0.586
N  1.825  0.287  -0.297
N  0.261  -1.509  0.383
H  2.324  -1.532  0.387
H  -2.365  0.458  0.755
H  -1.144  0.380  -1.591
S  0.851  1.580  -0.796
C  -0.842  1.054  -0.773

Output
* Kohn-Sham gap: 9.3 eV
* SMILES string: O=C1CCSN=CN1
* charge: 0
* LUMO energy: 0.7 eV
* multiplicity: 1


*three*
Computed, not measured: C4H6N2OS as an isolated structure, with wB97M-V/def2-TZVPD.

Geometry (Å):
C  0.349  2.200  -1.764
H  -0.857  2.547  -1.824
H  -1.511  -0.719  1.774
H  1.026  1.743  -2.948
O  -1.609  0.986  0.347
C  1.177  -1.006  -0.494
N  0.052  -0.848  0.183
S  -0.626  -1.619  1.768
H  2.396  0.228  -1.971
H  1.006  3.046  -1.217
H  1.616  -2.036  -0.402
C  -0.493  0.562  0.034
C  1.555  0.160  -1.140
N  0.475  1.091  -0.797

Output
* Kohn-Sham gap: 8.2 eV
* charge: 0
* LUMO energy: 0.2 eV
* multiplicity: 1


Energy above the most stable structure, in kcal/mol: *one* 132.7; *two* 0.0; *three* 81.2